Density functional theory data (ωB97M-V/def2-TZVPD) for 2 unconnected molecules or ions with the total composition C4H10NO in a non-equilibrium geometry.

The net charge is +1. The value obtained for the strongest force on any atom is 4.3 eV Å⁻¹. Its relative energy (zero: lowest compared OMol25 entry of this formula, charge and spin) is 123.2 kcal/mol. The value obtained for the HOMO energy (spin up / spin down) is -13.97 / -13.50 eV.

Last column: Mulliken charge in e.
Positions of all 16 atoms, in Å:
O 0.1983 0.6644 -1.5311  -0.413
N -0.3397 1.4299 0.7611  -0.260
C -2.2315 -0.2508 0.1474  -1.302
C -0.8624 0.0124 0.7162  0.321
C 0.2816 0.3435 -0.2226  -0.075
C 2.6374 -0.5630 0.2811  -0.562
H 2.3056 -0.1195 1.1955  0.304
H -2.6355 0.6569 -0.2640  0.309
H 2.1510 -1.5179 0.0220  0.309
H -0.5468 -0.6024 1.5170  0.410
H -2.2073 -1.0840 -0.6219  0.283
H -0.8986 2.1676 0.3175  0.291
H -0.6872 0.9303 -1.8653  0.361
H 3.2387 -0.1359 -0.4841  0.333
H 0.1275 1.6689 1.6560  0.302
H -2.9616 -0.6063 0.8278  0.386

---

Density functional theory data (ωB97M-V/def2-TZVPD) for a molecular structure, C10H28IN2O4Pd in a non-equilibrium geometry.

As for the spin multiplicity: 3. The expectation value of S² is 2.004. The net charge is +1. The value obtained for the strongest force on any atom is 2.8 eV Å⁻¹. Its relative energy (zero: lowest compared OMol25 entry of this formula, charge and spin) is 117.0 kcal/mol. The value obtained for the HOMO energy (spin up / spin down) is -12.14 / -12.14 eV.

Last column: Mulliken charge in e.
Positions of all 46 atoms, in Å:
I 23.3684 -3.6977 16.9123  0.007
Pd 25.0621 -2.2331 13.2737  0.823
O 22.1183 -1.9633 11.4659  -0.473
O 28.0137 -7.8111 12.6452  -0.313
O 21.6247 0.9509 11.9782  -0.507
O 27.9119 -1.5244 14.7885  -0.266
N 25.8180 0.4370 14.9307  -0.456
N 26.1248 -5.9187 11.9300  -0.573
C 20.9661 -1.3260 11.9093  -0.558
C 26.8322 -8.2651 11.9791  -0.822
C 24.5038 -7.5412 11.5094  -1.276
C 28.5938 -2.7154 15.2115  -0.772
C 27.2578 1.8238 16.2756  -1.552
C 27.8902 -0.5112 15.7542  -0.859
C 27.1748 0.7449 15.2083  0.351
C 20.7307 0.0644 11.3159  -0.325
C 29.1144 -8.7641 12.4832  -0.737
C 25.7379 -7.2745 12.2768  0.151
H 25.3276 1.1783 14.4510  0.247
H 27.1341 -5.9329 11.9644  0.254
H 30.0653 -8.4498 12.9135  0.255
H 20.7588 0.1192 10.2277  0.352
H 29.3252 -8.9427 11.4287  0.305
H 27.8677 -3.3971 15.6544  0.309
H 27.4255 -0.6717 16.7270  0.358
H 29.4171 -2.5449 15.9051  0.323
H 25.2757 0.5961 15.7677  0.227
H 22.0250 -2.1559 10.5300  0.287
H 23.6234 -7.1332 12.0060  0.308
H 20.8936 -1.2463 12.9940  0.300
H 26.7875 1.5722 17.2262  0.417
H 28.2869 2.1494 16.4271  0.398
H 24.3310 -8.6156 11.5719  0.339
H 21.6018 1.7725 11.4822  0.299
H 28.9031 -0.1912 15.9987  0.425
H 24.5549 -7.2321 10.4654  0.397
H 20.1200 -1.9832 11.7084  0.329
H 25.6602 -7.2741 13.3641  0.319
H 26.8139 2.7766 15.9870  0.420
H 27.0195 -8.3536 10.9090  0.378
H 27.7140 1.0343 14.3064  0.297
H 28.7798 -9.6681 12.9920  0.295
H 26.6026 -9.2616 12.3565  0.475
H 19.7068 0.3934 11.4931  0.304
H 26.0574 -6.0513 10.9310  0.277
H 29.0187 -3.2809 14.3821  0.264

---

Density functional theory data (ωB97M-V/def2-TZVPD) for 2 unconnected molecules or ions with the total composition C3ClN3O3 in a non-equilibrium geometry.

The value obtained for the strongest force on any atom is 3.3 eV Å⁻¹. Its relative energy (zero: lowest compared OMol25 entry of this formula, charge and spin) is 0.0 kcal/mol. The value obtained for the HOMO energy is -8.23 eV.

Last column: Mulliken charge in e.
Positions of all 10 atoms, in Å:
Cl -2.9861 0.3070 0.6700  0.016
O 3.4862 0.6219 0.6638  -0.292
O -0.2236 2.0649 -1.5578  -0.482
O 1.5683 -0.6682 0.3785  -0.017
N -0.3488 -1.7837 0.1867  0.654
N -2.0504 1.2128 -0.3983  -0.272
N -1.1042 -2.6368 0.1661  -0.771
C 2.4984 0.0168 0.5986  0.737
C 0.1611 -0.6175 0.1664  -0.342
C -1.0008 1.4826 -0.8741  0.769

---

Density functional theory data (ωB97M-V/def2-TZVPD) for C5H7NO in the gas phase in a non-equilibrium geometry.

The value obtained for the strongest force on any atom is 1.4 eV Å⁻¹. Its relative energy (zero: lowest compared OMol25 entry of this formula, charge and spin) is 125.8 kcal/mol. The value obtained for the HOMO energy (spin up / spin down) is -8.35 / -8.35 eV.

Last column: Mulliken charge in e.
Positions of all 14 atoms, in Å:
O 0.6075 0.0722 -2.1845  -0.510
N -1.7280 -1.0231 -1.0117  -0.541
C 2.3464 0.5238 0.9147  -0.699
C 0.7072 0.1086 -0.9997  0.743
C -0.8968 -0.3685 -0.1208  0.390
C 1.5913 -0.1098 0.0432  -0.320
C -1.2750 0.4658 0.8698  -0.792
H -1.3266 -1.2131 -1.9195  0.262
H 0.1793 -0.9641 0.2771  0.189
H 2.4721 1.6036 0.9048  0.269
H -0.5482 0.8509 1.5699  0.280
H -2.6635 -0.6491 -1.0881  0.205
H -2.3156 0.7183 1.0352  0.271
H 2.8500 -0.0155 1.7095  0.253

---

Density functional theory data (ωB97M-V/def2-TZVPD) for 2 unconnected molecules or ions with the total composition C6H10O.

The value obtained for the strongest force on any atom is 0.4 eV Å⁻¹. Its relative energy (zero: lowest compared OMol25 entry of this formula, charge and spin) is 94.9 kcal/mol. The value obtained for the HOMO energy is -8.53 eV.

Last column: Mulliken charge in e.
Positions of all 17 atoms, in Å:
O -1.5749 1.4264 -0.0028  -0.568
C 0.1014 -1.6210 -0.5450  -0.317
C -0.7978 -0.4794 1.3179  -0.952
C 0.7982 1.2971 0.4206  -1.627
C -0.2645 -1.7542 0.7570  -0.229
C -0.5036 0.5134 0.1622  1.695
C -0.3228 -0.3474 -1.0524  -0.956
H -1.8872 -0.5195 1.4264  0.317
H 0.4870 -2.4297 -1.1604  0.435
H 1.1687 0.3551 -2.6051  -0.276
H -1.7608 1.4279 -0.9557  0.410
H -0.3752 -0.2297 2.2988  0.320
H 1.8494 0.5347 -2.8602  0.252
H -0.2372 -2.6842 1.3241  0.392
H 0.6126 1.9865 1.2503  0.385
H 1.0749 1.8882 -0.4569  0.368
H 1.6316 0.6359 0.6812  0.352

---

Density functional theory data (ωB97M-V/def2-TZVPD) for a molecular structure, C51H46BrNO3PPtSSb2.

The net charge is +3. The value obtained for the strongest force on any atom is 0.2 eV Å⁻¹. Its relative energy (zero: lowest compared OMol25 entry of this formula, charge and spin) is 0.0 kcal/mol. The value obtained for the HOMO energy is -15.72 eV.

Last column: Mulliken charge in e.
Positions of all 107 atoms, in Å:
Pt 1.1073 1.5492 0.2522  2.009
Sb -0.6501 -3.8417 -1.1510  1.238
Sb -2.0059 -1.4696 -0.9711  1.522
Br -2.0757 1.7311 1.3046  0.056
S 1.6699 -1.2134 1.2221  1.024
P 1.8781 2.0812 2.2832  0.795
O 0.2655 -1.3179 0.8045  -0.179
O 2.3233 -0.0897 0.4428  -1.018
O 2.4076 -2.4304 1.1183  -0.673
N -0.0383 3.2173 0.1270  1.056
C 0.6797 5.7899 3.3895  -0.780
C 1.5168 -3.2027 -3.1082  -0.451
C -1.7908 1.2446 -2.2698  -0.860
C -3.7340 -1.6196 -2.1364  0.795
C -3.8462 -6.0981 -3.0257  -0.782
C 5.5598 3.3808 3.3562  -0.825
C 6.2896 3.2671 2.1788  -0.626
C 0.5184 4.3395 -0.3773  -0.443
C -1.0737 -5.9088 -3.2831  -0.555
C -1.7870 -6.8028 -4.0682  -0.673
C -3.1471 -5.2036 -2.2313  -0.475
C 1.7487 0.6248 3.3661  0.359
C 3.6074 2.5609 2.2126  0.350
C 1.3059 -3.7804 -1.8563  0.690
C -2.0632 4.4241 0.4567  -0.977
C -6.1024 -1.9780 -2.3192  -0.677
C -1.1557 2.3253 -2.8942  -0.848
C 4.2210 3.0325 3.3766  -0.171
C -1.7620 -5.1177 -2.3661  1.039
C 1.7047 -0.7041 2.9249  0.282
C 1.8077 0.8580 4.7397  -0.598
C 3.6046 -4.4085 -1.7078  -0.606
C 2.7925 -3.2274 -3.6497  -0.791
C 0.9742 3.4194 3.0754  0.557
C -4.9732 -1.8149 -1.5289  -0.612
C 0.5259 6.7597 -1.0384  -1.612
C -3.6191 -1.6025 -3.5256  -0.482
C 1.7583 -1.4957 5.1976  -0.926
C -3.1657 -6.8949 -3.9391  -0.587
C -0.9102 4.2433 4.3281  -1.002
C 1.8053 -0.1887 5.6494  -0.912
C 0.9992 1.3622 -2.4036  -0.833
C -0.4777 5.5465 4.1176  -0.654
C 0.3763 0.2746 -1.7849  -1.860
C -2.5340 -1.9365 1.0483  -0.492
C -5.9896 -1.9570 -3.7027  -0.624
C 5.6833 2.8012 1.0217  -0.838
C -1.0272 0.2345 -1.7188  0.705
C -4.7513 -1.7727 -4.3062  -0.761
C -2.4486 -3.4602 1.2331  -0.961
C -1.3045 3.2694 0.5399  0.379
C 0.2212 2.3857 -2.9604  -0.873
C 2.3351 -4.3901 -1.1490  -0.587
C -1.4808 5.5636 -0.0630  -0.670
C 1.7156 -1.7518 3.8352  -0.964
C -0.1905 3.1802 3.8069  -0.366
C -1.1088 -4.1441 0.9077  -0.404
C 3.8301 -3.8304 -2.9489  -0.610
C 1.4076 4.7307 2.8691  -0.857
C -0.1528 5.5404 -0.4911  0.310
C 4.3436 2.4429 1.0354  -0.254
H -3.5497 -1.5820 1.2208  0.787
H -0.5268 2.1675 3.9872  0.633
H -1.8375 -1.4010 1.6849  0.105
H -2.6620 -3.6586 2.2869  0.608
H -6.8716 -2.0850 -4.3158  0.450
H -0.2719 -3.7450 1.4760  0.063
H 2.3233 4.9248 2.3235  0.487
H -3.7156 -7.5945 -4.5543  0.424
H 3.6589 3.1399 4.2962  0.318
H 1.0285 6.8042 3.2465  0.528
H -5.0783 -1.8347 -0.4502  0.345
H -1.1840 -5.2186 1.0700  0.799
H -1.7548 3.1055 -3.3457  0.522
H 2.1718 -4.8270 -0.1732  0.385
H -7.0689 -2.1185 -1.8545  0.470
H -3.6875 -4.5855 -1.5244  0.062
H 1.5703 6.5668 -1.2762  0.425
H 3.8797 2.0628 0.1344  0.195
H 7.3358 3.5417 2.1669  0.429
H -4.6698 -1.7593 -5.3848  0.459
H 0.7023 -2.7523 -3.6672  0.513
H 0.0264 7.1059 -1.9438  0.373
H 0.0026 -5.8419 -3.3864  0.442
H 0.9712 -0.5794 -1.4898  1.438
H 6.2555 2.7110 0.1085  0.470
H 0.7024 3.2082 -3.4738  0.523
H -1.2637 -7.4288 -4.7779  0.434
H 1.7762 -2.3183 5.8993  0.465
H 0.4851 7.5747 -0.3152  0.382
H 4.4176 -4.8779 -1.1711  0.461
H -2.0566 6.4789 -0.1275  0.545
H 1.8562 1.8727 5.1113  0.365
H -2.6567 -1.4610 -4.0073  0.450
H -3.0852 4.4205 0.8062  0.576
H 4.8222 -3.8570 -3.3791  0.442
H 2.9746 -2.7896 -4.6218  0.465
H -1.8012 4.0545 4.9121  0.502
H -2.8735 1.2006 -2.2444  0.622
H -1.0334 6.3736 4.5394  0.467
H 6.0343 3.7442 4.2575  0.467
H 1.7256 -2.7706 3.4728  0.534
H -3.2517 -3.9467 0.6735  0.127
H 1.8541 0.0223 6.7090  0.494
H 1.5535 4.2477 -0.6800  0.417
H -4.9207 -6.1777 -2.9296  0.466
H 2.0747 1.3559 -2.5339  0.649

---

What did the fourth record say?
Density functional theory data (ωB97M-V/def2-TZVPD) for C5H7NO in the gas phase in a non-equilibrium geometry.

The value obtained for the strongest force on any atom is 1.4 eV Å⁻¹. Its relative energy (zero: lowest compared OMol25 entry of this formula, charge and spin) is 125.8 kcal/mol. The value obtained for the HOMO energy (spin up / spin down) is -8.35 / -8.35 eV.

Last column: Mulliken charge in e.
Positions of all 14 atoms, in Å:
O 0.6075 0.0722 -2.1845  -0.510
N -1.7280 -1.0231 -1.0117  -0.541
C 2.3464 0.5238 0.9147  -0.699
C 0.7072 0.1086 -0.9997  0.743
C -0.8968 -0.3685 -0.1208  0.390
C 1.5913 -0.1098 0.0432  -0.320
C -1.2750 0.4658 0.8698  -0.792
H -1.3266 -1.2131 -1.9195  0.262
H 0.1793 -0.9641 0.2771  0.189
H 2.4721 1.6036 0.9048  0.269
H -0.5482 0.8509 1.5699  0.280
H -2.6635 -0.6491 -1.0881  0.205
H -2.3156 0.7183 1.0352  0.271
H 2.8500 -0.0155 1.7095  0.253

---

What is the strongest force on any atom in the first record?
4.3 eV Å⁻¹

---

Look up the strongest force on any atom of the fourth one.
1.4 eV Å⁻¹